Below is C4H6N4 as an isolated structure in a non-equilibrium geometry, with properties calculated with wB97M-V/def2-TZVPD.

Structure (XYZ):
```
14
Properties=species:S:1:pos:R:3:forces:R:3
C -1.00351 -0.26524 -0.47962 -1.400 -0.407 -1.922
C -0.48665 1.16994 -0.22302 -2.064 0.926 -0.046
C 2.01226 0.52452 0.39420 1.880 -0.682 0.471
C 0.50092 -0.58031 -0.60636 -0.482 -1.039 0.903
H -2.23770 -1.65480 0.23847 -0.239 -0.083 0.343
H -1.14855 -1.21129 1.33102 0.115 -0.001 0.260
H -1.53978 -0.34749 -1.48990 0.270 -0.068 1.728
H -0.65385 1.81786 -1.10461 0.292 -0.006 0.692
H -0.85947 1.57883 0.70438 -0.173 0.370 0.083
H 2.44393 1.32178 0.96034 0.654 0.062 0.029
N -1.80265 -0.83786 0.65572 0.925 0.146 -1.924
N 0.81441 0.62484 -0.12479 0.636 0.159 -0.684
N 2.49091 -0.71379 0.18034 -0.966 1.031 -0.023
N 1.46975 -1.42699 -0.43615 0.553 -0.407 0.090
```
Positions in Å, forces in eV/Å.

multiplicity	1
E_HOMO	-9.555	eV
DFT total energy	-10203.039	eV

---

Below is CFIN2O4 as an isolated structure in a non-equilibrium geometry, with properties calculated with wB97M-V/def2-TZVPD.

Structure (XYZ):
```
9
Properties=species:S:1:pos:R:3:forces:R:3
C -0.27684 -0.09389 0.33411 -2.149 2.535 -2.155
N -0.03325 -1.12193 -0.68373 0.132 -0.458 -1.219
N 0.83288 0.78660 0.69745 1.166 0.419 0.039
O 0.92165 -0.94581 -1.42532 -0.863 -0.542 0.836
O 1.36138 1.40550 -0.20441 -0.293 -0.310 1.205
O -0.88866 -1.98629 -0.73068 0.794 0.364 0.094
O 1.09951 0.75505 1.89171 0.068 0.311 -0.984
F -1.00508 -0.42769 1.30761 -0.422 -0.842 0.906
I -2.01159 1.62846 -1.18673 1.566 -1.478 1.277
```
Positions in Å, forces in eV/Å.

multiplicity	1
E_HOMO (alpha / beta)	-10.521 / -10.524	eV
DFT total energy	-23016.463	eV